Record 1
Computed, not measured: a molecular structure, C37H49N5SbSi3Zn, with ωB97M-V with the def2-TZVPD basis set.

## Properties
E_tot = -4601.11759 Ha
gap between HOMO and LUMO = 6.707 eV
charge = +1
HOMO level = -9.82 eV
energy relative to the best compared isomer or geometry (same formula, charge and spin) = 7.2 kcal/mol
M = 835.24 g/mol

Cartesian coordinates (Å):
Zn1 1.191 0.316 -0.799
C1 5.147 -1.289 -1.894
C2 5.997 -0.417 -1.236
C3 5.480 0.749 -0.699
C4 4.120 1.004 -0.823
N1 3.295 0.124 -1.393
C5 3.799 -0.983 -1.936
C6 3.494 2.274 -0.356
C7 4.292 3.311 0.104
C8 3.686 4.479 0.521
C9 2.318 4.590 0.404
C10 1.575 3.530 -0.112
N2 2.158 2.370 -0.449
C11 0.127 3.733 -0.410
C12 -0.528 4.903 -0.025
C13 -1.807 5.142 -0.490
C14 -2.398 4.207 -1.321
C15 -1.691 3.052 -1.609
N3 -0.461 2.806 -1.162
H1 5.510 -2.194 -2.357
H2 7.053 -0.631 -1.152
H3 6.136 1.439 -0.194
H4 3.095 -1.639 -2.421
H5 5.366 3.223 0.126
H6 4.275 5.304 0.898
H7 1.840 5.517 0.676
H8 -0.061 5.634 0.617
H9 -2.329 6.046 -0.208
H10 -3.388 4.355 -1.726
H11 -2.135 2.285 -2.224
C16 -2.909 -2.324 -1.029
Sb1 -1.914 -0.448 -0.670
C17 -0.096 -0.876 -1.792
C18 0.485 -2.219 -1.482
C19 0.055 -3.418 -2.072
C20 0.732 -4.593 -1.823
C21 1.827 -4.578 -0.968
C22 2.179 -3.367 -0.406
N4 1.541 -2.225 -0.655
Si1 -0.231 -0.579 -3.642
C23 -0.222 1.232 -4.131
C24 -1.749 -1.336 -4.461
C25 1.295 -1.329 -4.451
C26 -1.568 -0.483 1.585
C27 -0.252 0.058 2.082
C28 -0.164 0.443 3.435
C29 1.029 0.790 4.016
C30 2.186 0.737 3.248
C31 2.039 0.417 1.923
N5 0.864 0.139 1.327
Si2 -1.790 -2.229 2.398
C32 -0.556 -3.447 1.718
C33 -1.398 -2.261 4.241
C34 -3.559 -2.839 2.268
Si3 -2.999 0.692 2.167
C35 -3.551 0.523 3.963
C36 -2.390 2.446 1.950
C37 -4.584 0.451 1.187
H12 -2.834 -2.471 -2.104
H13 -3.963 -2.234 -0.777
H14 -2.477 -3.181 -0.520
H15 -0.792 -3.409 -2.742
H16 0.413 -5.515 -2.292
H17 2.383 -5.476 -0.741
H18 3.022 -3.299 0.274
H19 -1.216 1.676 -4.131
H20 0.153 1.298 -5.154
H21 0.424 1.835 -3.495
H22 -2.676 -1.096 -3.940
H23 -1.681 -2.420 -4.550
H24 -1.839 -0.938 -5.474
H25 2.184 -0.746 -4.205
H26 1.184 -1.305 -5.536
H27 1.465 -2.366 -4.161
H28 -1.057 0.426 4.033
H29 1.065 1.069 5.061
H30 3.163 0.948 3.658
H31 2.912 0.365 1.288
H32 0.446 -3.065 1.910
H33 -0.635 -3.652 0.655
H34 -0.655 -4.392 2.255
H35 -0.345 -2.072 4.444
H36 -1.612 -3.276 4.586
H37 -1.993 -1.584 4.849
H38 -4.001 -2.749 1.282
H39 -4.200 -2.314 2.973
H40 -3.582 -3.895 2.542
H41 -2.844 0.922 4.689
H42 -3.793 -0.495 4.251
H43 -4.468 1.108 4.065
H44 -1.655 2.715 2.710
H45 -3.220 3.149 2.024
H46 -1.926 2.573 0.974
H47 -4.964 -0.568 1.261
H48 -4.501 0.711 0.134
H49 -5.335 1.107 1.631

Record 2
Computed, not measured: a molecular structure, C37H50ClN4O6PV, with ωB97M-V with the def2-TZVPD basis set.

## Properties
E_tot = -3855.20841 Ha
gap between HOMO and LUMO = 6.105 eV
charge = +3
HOMO level = -15.84 eV
energy relative to the best compared isomer or geometry (same formula, charge and spin) = 0.0 kcal/mol
M = 764.20 g/mol

Cartesian coordinates (Å):
V1 1.037 0.077 -0.409
O1 -4.161 6.095 0.422
C1 -3.514 5.177 1.147
O2 -3.897 4.835 2.227
C2 -2.307 4.514 0.537
C3 -2.326 4.005 -0.755
C4 -1.287 3.196 -1.198
C5 -0.230 2.938 -0.342
C6 -0.166 3.488 0.931
C7 -1.220 4.267 1.372
N1 0.861 2.101 -0.791
C8 1.819 2.688 -1.406
C9 2.990 1.943 -1.844
C10 4.061 2.544 -2.473
C11 5.146 1.744 -2.826
C12 5.101 0.395 -2.532
C13 3.978 -0.126 -1.890
N2 2.943 0.632 -1.555
H1 -3.654 6.382 -0.348
H2 -3.169 4.199 -1.407
H3 -1.298 2.773 -2.196
H4 0.690 3.295 1.564
H5 -1.225 4.673 2.376
H6 1.765 3.759 -1.588
H7 4.055 3.606 -2.676
H8 6.009 2.175 -3.316
H9 5.925 -0.259 -2.782
H10 3.918 -1.175 -1.625
O3 0.499 -0.577 -2.089
C14 0.636 -0.255 -3.347
O4 0.900 0.849 -3.771
C15 0.376 -1.417 -4.309
N3 0.654 -0.897 -5.702
C16 -0.618 -1.021 -6.524
C17 -1.706 -1.009 -5.467
C18 -1.100 -1.849 -4.342
H11 1.056 -2.236 -4.080
H12 1.436 -1.374 -6.148
H13 0.911 0.095 -5.579
H14 -0.571 -1.971 -7.052
H15 -0.651 -0.208 -7.244
H16 -2.634 -1.427 -5.850
H17 -1.906 0.012 -5.137
H18 -1.166 -2.911 -4.575
H19 -1.576 -1.684 -3.378
Cl1 7.015 -1.799 4.999
C19 5.785 -1.390 3.888
C20 5.297 -0.083 3.860
C21 4.305 0.246 2.964
C22 3.799 -0.730 2.096
C23 4.295 -2.041 2.133
C24 5.288 -2.371 3.029
C25 2.755 -0.385 1.173
O5 2.248 -1.233 0.326
O6 2.210 0.766 1.084
H20 5.704 0.654 4.538
H21 3.915 1.255 2.930
H22 3.896 -2.792 1.464
H23 5.686 -3.375 3.077
C26 -2.108 -3.054 -0.369
C27 -1.486 -2.789 1.009
C28 -0.042 -3.310 0.924
C29 -2.264 -3.576 2.077
P1 -1.525 -0.964 1.418
N4 -0.295 -0.288 0.435
C30 -1.022 -0.572 3.173
C31 0.141 -1.468 3.622
C32 -2.214 -0.782 4.122
C33 -0.525 0.879 3.266
C34 -3.097 -0.122 0.862
C35 -3.170 1.300 1.430
C36 -3.105 0.009 -0.671
C37 -4.330 -0.909 1.333
H24 -1.956 -4.113 -0.585
H25 -1.605 -2.483 -1.152
H26 -3.177 -2.869 -0.408
H27 -0.107 -4.393 0.802
H28 0.563 -3.118 1.802
H29 0.474 -2.913 0.051
H30 -2.318 -4.613 1.740
H31 -3.286 -3.227 2.211
H32 -1.764 -3.579 3.043
H33 -0.127 -2.518 3.708
H34 0.434 -1.129 4.617
H35 1.016 -1.371 2.978
H36 -2.616 -1.793 4.089
H37 -3.022 -0.075 3.951
H38 -1.850 -0.613 5.137
H39 0.358 1.040 2.648
H40 -1.277 1.619 3.019
H41 -0.234 1.045 4.305
H42 -2.302 1.893 1.150
H43 -3.297 1.331 2.508
H44 -4.050 1.777 0.997
H45 -2.243 0.573 -1.031
H46 -4.001 0.574 -0.934
H47 -3.156 -0.942 -1.190
H48 -4.361 -1.041 2.413
H49 -4.428 -1.882 0.856
H50 -5.209 -0.323 1.057